Entry 1:
Here is a 3-piece molecular cluster, C23H42BNO16P2S overall from the OMol25 dataset. Energies are from ωB97M-V with the def2-TZVPD basis set.

Computed properties:
Frontier orbital gap in Eh: 0.150
Max |F| in eV/A: 6.81
HOMO level in Eh: -0.0320
Net charge: -2

Last column: Mulliken charge in e.
Positions of all 86 atoms, in Å:
C (1.7721, 5.9425, 2.7262)  -0.8419
C (1.2161, 4.4144, 3.0621)  0.4669
C (-0.3434, 4.1188, 3.5439)  -0.6041
C (-0.9442, 2.5930, 3.8432)  -0.4761
C (0.0354, 1.2473, 3.6836)  0.3616
C (-0.6560, -0.2112, 3.9489)  -0.4882
C (-0.1551, -1.4230, 2.9713)  -0.1359
B (1.2365, -2.0873, 3.6165)  0.7352
N (2.0746, -3.1621, 2.9091)  -0.5032
O (1.7920, -1.6297, 4.9393)  -0.6299
O (-1.1383, -2.5019, 3.3222)  -0.4339
P (-1.7814, -3.4581, 2.0174)  0.2143
O (-0.4348, -4.5591, 1.8291)  -0.6545
C (-2.4869, -4.9004, 3.1211)  -0.8602
P (-3.5002, -6.1836, 2.1289)  0.8797
O (-2.7281, -6.7681, 0.8475)  -0.7131
O (-3.7103, -7.5850, 3.1999)  -0.5538
O (-5.1223, -5.6657, 1.7194)  -0.5220
C (-3.6066, -2.8068, 2.1082)  0.7942
O (-4.1225, -2.3042, 3.2328)  -0.7837
O (-4.4617, -2.8199, 0.8784)  -0.7994
O (-1.2416, -2.3371, 0.7666)  -0.2977
C (-0.3070, -1.3178, 1.3469)  0.4404
O (0.9180, -1.6066, 0.5290)  -0.6245
C (-0.8480, 0.0520, 0.6346)  0.1354
C (-2.3595, 0.5182, 1.0590)  -0.4525
C (-3.4224, 0.4965, -0.2319)  -0.2719
S (-5.1249, 1.1801, 0.2106)  -0.3541
C (1.5826, 1.5428, 3.2352)  -0.0236
C (2.1873, 3.0734, 2.9381)  -0.6006
H (0.8998, 6.7454, 2.7953)  0.2663
H (2.0844, 5.9332, 1.5742)  0.2024
H (2.7247, 6.2419, 3.3365)  0.2490
H (-1.0528, 5.0506, 3.6515)  0.1551
H (-2.0648, 2.4365, 4.1592)  0.2845
H (-1.8308, -0.0559, 3.8065)  0.2512
H (-0.5307, -0.4528, 5.1112)  0.4067
H (2.8464, -2.6263, 2.4555)  0.2334
H (2.4868, -3.8011, 3.6480)  0.1861
H (2.7144, -1.2209, 4.7757)  0.2807
H (-2.3105, -4.1923, 0.8592)  -0.0018
H (-0.1726, -4.5198, 0.8445)  0.3062
H (-3.0226, -4.5119, 4.0878)  0.3857
H (-1.5120, -5.4747, 3.5020)  0.2479
H (-4.4067, -8.1656, 2.7294)  0.2967
H (-5.1770, -5.4474, 0.7264)  0.3431
H (0.6150, -1.7616, -0.4208)  0.4102
H (-0.8763, -0.1686, -0.5385)  -0.2559
H (-0.1470, 0.9854, 0.7613)  0.1555
H (-2.8695, -0.1258, 1.8919)  0.1140
H (-2.3106, 1.6301, 1.4904)  0.2052
H (-3.5883, -0.6589, -0.4628)  0.1774
H (-2.8913, 1.0667, -1.1062)  0.2852
H (-5.1829, 1.5494, 1.5748)  0.1036
H (2.3402, 0.6625, 3.0976)  0.1192
H (3.3016, 3.2554, 2.6034)  0.2047
C (-0.9922, 1.1136, -6.7017)  -1.2207
C (-0.2335, 1.3282, -5.4031)  -0.1414
O (-0.8481, 0.6170, -4.3224)  -0.2803
C (-0.6309, -0.7221, -4.3014)  0.6847
O (0.0355, -1.3549, -5.1046)  -0.5908
O (-1.3114, -1.2428, -3.2494)  -0.1625
C (-1.2551, -2.6661, -3.1772)  -0.6152
H (-2.0482, 1.3724, -6.5771)  0.2919
H (-0.5671, 1.7236, -7.5031)  0.3826
H (-0.9576, 0.0653, -7.0153)  0.3222
H (-0.2616, 2.3909, -5.1407)  0.3651
H (0.8231, 1.0483, -5.4988)  0.2268
H (-0.2226, -3.0249, -3.1887)  0.3157
H (-1.8260, -3.1016, -4.0032)  0.3632
H (-1.7172, -2.9769, -2.2358)  0.0520
C (4.5929, 5.4348, -4.7555)  -1.0800
C (5.5983, 4.9038, -3.7479)  -0.1800
O (4.9608, 4.0721, -2.7715)  -0.3482
C (4.6266, 2.8254, -3.1897)  0.7355
O (4.8263, 2.3625, -4.3012)  -0.5741
O (4.0005, 2.1916, -2.1664)  -0.2805
C (3.4975, 0.9023, -2.5117)  -0.4144
H (3.7697, 5.9441, -4.2451)  0.2907
H (5.0710, 6.1334, -5.4473)  0.3503
H (4.1490, 4.6236, -5.3416)  0.3069
H (6.0443, 5.7446, -3.2065)  0.2820
H (6.4190, 4.3651, -4.2381)  0.2991
H (4.2805, 0.2709, -2.9396)  0.2954
H (2.6595, 1.0062, -3.2081)  0.0993
H (3.1309, 0.4251, -1.5984)  0.2094

=====

Entry 2:
Here is C22H34N2O3P2RuS2 as an isolated structure from the OMol25 dataset. Energies are from ωB97M-V with the def2-TZVPD basis set.

Computed properties:
<S²>: 6.08
Frontier orbital gap (alpha / beta) in Eh: 0.091 / 0.225
Max |F| in eV/A: 2.74
HOMO level (alpha / beta) in Eh: -0.1322 / -0.2833
2S+1: 5
Net charge: 0

Last column: Mulliken charge in e.
Positions of all 66 atoms, in Å:
Ru (-0.0625, 0.0529, -0.1019)  0.1948
P (-0.8276, 2.0132, -0.9935)  1.1855
P (1.1633, -2.1183, 1.3700)  1.4077
N (-0.5417, -1.0766, -1.3451)  -0.7921
H (1.1546, 0.9050, -0.6498)  0.2287
C (0.2674, 3.1124, -1.9549)  -1.2261
H (-0.3271, 3.9257, -2.3954)  0.3934
H (0.7442, 2.5252, -2.7517)  0.3464
H (1.0507, 3.5287, -1.3093)  0.3217
C (-1.8605, 3.1591, -0.0128)  -1.2451
H (-2.2852, 3.9321, -0.6652)  0.4263
H (-1.2813, 3.6168, 0.7932)  0.2799
H (-2.6745, 2.5803, 0.4393)  0.3658
C (-2.1005, 1.5068, -2.2171)  -1.2851
H (-2.5728, 2.4026, -2.6420)  0.4449
H (-2.8645, 0.9015, -1.7123)  0.3454
H (-1.6511, 0.9088, -3.0174)  0.3392
C (2.8714, -2.7428, 1.2578)  -1.2422
H (2.8573, -3.7158, 1.7610)  0.4282
H (3.5869, -2.0475, 1.7338)  0.3102
H (3.1285, -2.8422, 0.1868)  0.3473
C (0.3382, -2.2381, 2.9485)  -0.9042
H (0.8443, -3.1038, 3.4010)  0.4390
H (-0.6988, -2.4510, 2.7280)  0.4278
H (0.4411, -1.3289, 3.5652)  0.1044
C (0.2190, -3.4174, 0.5055)  -1.2685
H (0.5192, -4.3446, 1.0168)  0.5014
H (0.4395, -3.4977, -0.5670)  0.3017
H (-0.8589, -3.2706, 0.6652)  0.3324
C (-0.9985, -1.8138, -2.3362)  -0.1714
C (-0.7954, -2.7295, -4.5652)  -0.4928
C (-0.2620, -1.9632, -3.5525)  -0.4064
C (-2.2711, -2.4392, -2.1866)  0.0882
C (-2.7735, -3.1985, -3.2187)  -0.6583
C (-2.0439, -3.3549, -4.4052)  -0.3348
H (-0.2459, -2.8446, -5.4979)  0.3655
H (0.6939, -1.4428, -3.6158)  0.4339
H (-2.7907, -2.2602, -1.2446)  0.4225
H (-3.7464, -3.6699, -3.1001)  0.3703
H (-2.4538, -3.9628, -5.2156)  0.3669
C (0.6018, 2.6612, 2.3032)  1.2355
O (-0.2500, 1.8329, 1.9429)  -0.4333
C (1.5949, 3.2845, 1.3807)  -1.0507
H (2.4474, 3.5962, 1.9959)  0.4745
H (1.1471, 4.2065, 0.9773)  0.3230
H (1.9245, 2.5778, 0.6003)  0.2091
C (0.6380, 3.1092, 3.7351)  -1.7477
H (1.6798, 3.0852, 4.0769)  0.3318
H (0.0338, 2.4508, 4.3647)  0.3073
H (0.2906, 4.1464, 3.8430)  0.4808
O (1.1568, 0.1289, 7.8200)  -0.6019
S (1.6800, 1.0751, 6.8771)  0.9265
O (1.1442, 2.3978, 6.6742)  -0.5661
N (1.2069, -0.0026, 4.7859)  -0.8177
C (2.3843, 0.0469, 4.6064)  0.7784
S (1.8088, -0.1295, 1.1816)  -0.5560
C (3.6246, 0.3780, 5.2008)  -0.2199
C (4.9147, 0.0288, 4.8100)  -0.6306
C (5.9793, 0.1576, 5.6996)  -0.5079
C (5.7560, 0.7020, 6.9754)  -0.5837
C (4.4729, 1.1477, 7.3419)  -0.5978
C (3.4153, 0.9346, 6.4771)  0.2711
H (5.0292, -0.3579, 3.8044)  0.3899
H (6.9865, -0.1599, 5.4203)  0.3635
H (6.5898, 0.7727, 7.6860)  0.3312
H (4.3039, 1.6260, 8.3103)  0.3982

=====

Entry 3:
Here is a 4-piece molecular cluster, C3H16NO3 overall from the OMol25 dataset. Energies are from ωB97M-V with the def2-TZVPD basis set.

Computed properties:
<S²>: 0.76
Frontier orbital gap (alpha / beta) in Eh: 0.438 / 0.077
Max |F| in eV/A: 1.93
HOMO level (alpha / beta) in Eh: -0.6823 / -0.6393
2S+1: 2
Net charge: +2
Energy above the lowest of the compared OMol25 structures with the same formula, charge and spin in kcal per mole: 7.71

Last column: Mulliken charge in e.
Positions of all 23 atoms, in Å:
C (0.3464, -0.2585, -0.9583)  -1.3259
C (0.9024, -0.9799, 0.2633)  0.5627
C (2.3945, -0.5750, 0.5808)  -1.2128
N (-0.0259, -0.5941, 1.3945)  -0.2033
H (-0.6220, -0.4969, -1.5005)  0.2912
H (0.3135, 0.8101, -0.6419)  0.4144
H (1.1309, -0.1792, -1.7355)  0.3496
H (0.9946, -2.0510, 0.0663)  0.2639
H (2.3431, 0.2588, 1.2664)  0.4197
H (3.0208, -0.2100, -0.2284)  0.2762
H (2.9291, -1.4697, 0.9979)  0.3161
H (-0.5601, -1.3941, 1.7388)  0.3835
H (0.4005, -0.2076, 2.2525)  0.3664
H (-0.7250, 0.0839, 1.0672)  0.2449
H (-3.0913, 0.6540, 0.9335)  0.3110
H (-2.7309, 1.9319, 1.6456)  0.3167
O (-2.3133, 1.1492, 1.2467)  -0.6569
H (-4.1512, -1.4270, -1.5710)  0.3641
H (-4.6333, -1.6003, -0.1939)  0.3702
O (-4.1229, -0.9572, -0.7176)  -0.5078
H (2.4160, 3.2426, -2.0173)  0.4279
H (3.1148, 1.8790, -2.3019)  0.4466
O (2.6695, 2.3907, -1.5872)  -0.2185